Entry 1:
The following is a DFT calculation (ωB97M-V/def2-TZVPD) of C26H30Cl3GeN3OPSY as an isolated structure.

Positions of all 67 atoms, in Å:
Y1 0.582 1.388 -0.534
C1 -3.152 2.750 -3.411
C2 -2.549 1.970 -2.242
C3 -1.855 2.954 -1.304
C4 -1.584 0.908 -2.781
C5 -2.282 -0.105 -3.696
O1 -2.051 -1.374 -3.043
C6 -1.348 -1.184 -1.950
N1 -0.980 0.038 -1.704
C7 -1.136 -2.455 -1.203
C8 -2.033 -3.480 -1.504
C9 -1.910 -4.744 -0.943
C10 -0.856 -5.025 -0.093
C11 0.048 -4.020 0.220
C12 -0.092 -2.735 -0.304
P1 1.157 -1.612 0.319
C13 1.072 -1.446 2.070
C14 2.108 -0.788 2.770
C15 2.033 -0.660 4.139
C16 0.921 -1.150 4.822
C17 -0.130 -1.759 4.135
C18 -0.068 -1.899 2.766
C19 2.732 -2.000 -0.367
C20 2.779 -2.064 -1.775
C21 3.969 -2.363 -2.405
C22 5.112 -2.595 -1.644
C23 5.069 -2.541 -0.250
C24 3.888 -2.235 0.393
H1 -3.854 3.500 -3.049
H2 -3.699 2.115 -4.106
H3 -2.371 3.269 -3.973
H4 -3.346 1.451 -1.698
H5 -1.036 3.467 -1.820
H6 -1.529 2.503 -0.350
H7 -2.548 3.736 -0.991
H8 -0.774 1.414 -3.318
H9 -1.876 -0.168 -4.701
H10 -3.359 0.036 -3.740
H11 -2.841 -3.291 -2.194
H12 -2.632 -5.510 -1.193
H13 -0.732 -6.014 0.327
H14 0.873 -4.246 0.887
H15 2.958 -0.384 2.239
H16 2.836 -0.180 4.682
H17 0.869 -1.051 5.899
H18 -0.989 -2.132 4.676
H19 -0.880 -2.382 2.238
H20 1.881 -1.901 -2.362
H21 4.011 -2.429 -3.484
H22 6.042 -2.841 -2.139
H23 5.958 -2.760 0.326
H24 3.850 -2.240 1.474
Cl1 1.408 4.016 -0.777
Ge1 3.418 3.010 -1.540
Cl2 2.052 1.475 -2.779
Cl3 3.177 1.496 0.308
C25 -2.614 4.750 3.262
N2 -2.134 3.468 2.743
C26 -0.888 3.228 2.396
N3 0.012 4.202 2.433
S1 -0.428 1.611 1.948
H25 -3.663 4.644 3.516
H26 -2.515 5.532 2.508
H27 -2.068 5.024 4.166
H28 -2.769 2.685 2.706
H29 -0.214 5.129 2.761
H30 0.976 3.995 2.236

- 2S+1 = 2
- largest force on an atom (hartree/bohr) = 0.0053
- HOMO-LUMO gap (alpha / beta) (eV) = 8.371 / 5.476
- calculated total energy (a.u.) = -5482.981119
- HOMO energy (alpha / beta) (Eh) = -0.620 / -0.629
- total charge = +3
- <S²> = 0.77
- relative energy (zero: lowest compared OMol25 entry of this formula, charge and spin) (kJ/mol) = 11.7

***

Entry 2:
The following is a DFT calculation (ωB97M-V/def2-TZVPD) of a 4-piece molecular cluster, C26H30ClF9IO18PS overall.

Positions of all 87 atoms, in Å:
C1 4.588 -3.137 -0.831
O1 3.343 -2.590 -0.456
C2 3.287 -1.205 -0.684
C3 2.227 -0.572 0.246
C4 2.801 -0.725 1.687
C5 1.915 -1.313 2.752
O2 0.809 -0.987 3.011
I1 2.893 -2.815 3.983
C6 1.977 0.892 -0.276
P1 3.350 2.164 0.059
O3 4.666 1.294 0.467
Cl1 3.848 2.531 -1.932
C7 0.596 1.572 0.008
C8 0.389 2.810 -0.942
C9 0.287 4.264 -0.450
C10 0.270 5.136 -1.730
C11 1.372 4.808 0.487
C12 0.416 1.916 1.483
O4 1.315 1.824 2.278
C13 -0.894 2.601 2.040
F1 -1.751 2.981 1.059
F2 -0.405 3.732 2.619
C14 -1.745 1.936 3.173
F3 -0.919 1.421 4.092
F4 -2.438 2.951 3.738
C15 -2.832 0.869 2.814
F5 -2.292 -0.342 2.710
F6 -3.698 0.838 3.874
C16 -3.723 1.214 1.601
O5 -4.415 2.193 1.610
O6 -3.663 0.314 0.621
C17 -0.492 0.597 -0.429
O7 -0.453 -0.637 0.296
S1 0.752 -1.580 -0.117
O8 0.704 -1.706 -1.546
O9 0.693 -2.735 0.707
H1 4.519 -4.222 -0.804
H2 5.386 -2.830 -0.146
H3 4.871 -2.842 -1.843
H4 4.255 -0.783 -0.439
H5 3.058 -1.003 -1.733
H6 3.101 0.236 2.098
H7 3.701 -1.330 1.644
H8 1.961 0.762 -1.361
H9 5.176 0.982 -0.291
H10 1.173 2.774 -1.700
H11 -0.535 2.637 -1.497
H12 -0.669 4.466 0.026
H13 -0.193 4.597 -2.558
H14 -0.248 6.076 -1.564
H15 1.298 5.329 -2.040
H16 0.957 5.642 1.055
H17 2.230 5.199 -0.060
H18 1.750 4.100 1.216
H19 -4.432 0.472 0.051
H20 -0.407 0.440 -1.503
H21 -1.475 1.020 -0.262
O10 -2.440 1.216 -2.968
C18 -3.431 0.573 -3.038
O11 -4.466 0.626 -2.161
C19 -5.541 -0.169 -2.685
C20 -4.804 -1.116 -3.611
F7 -5.536 -1.448 -4.697
O12 -3.693 -0.334 -4.013
H22 -6.227 0.467 -3.243
H23 -6.076 -0.669 -1.882
H24 -4.442 -2.030 -3.138
O13 7.476 -3.249 -2.864
C21 6.964 -3.876 -3.726
O14 5.628 -3.931 -3.950
C22 5.401 -4.663 -5.159
C23 6.669 -5.483 -5.269
F8 7.043 -5.688 -6.553
O15 7.621 -4.654 -4.627
H25 5.311 -3.969 -5.995
H26 4.497 -5.260 -5.078
H27 6.634 -6.446 -4.756
O16 -8.774 -2.404 4.547
C24 -7.782 -1.866 4.901
O17 -7.549 -0.534 4.822
C25 -6.310 -0.251 5.482
C26 -5.610 -1.592 5.420
F9 -4.823 -1.815 6.497
O18 -6.698 -2.499 5.433
H28 -6.502 0.041 6.515
H29 -5.775 0.542 4.971
H30 -5.020 -1.755 4.516

- largest force on an atom (hartree/bohr) = 0.0181
- HOMO-LUMO gap (eV) = 9.317
- calculated total energy (a.u.) = -4759.329721
- structure (SMILES) = COC[C@@]1(CC(=O)I)[C@H](P(O)Cl)[C@](CC(C)C)(C(=O)C(F)(F)C(F)(F)C(F)(F)C(=O)O)COS1(=O)=O.O=C1OC[C@@H](F)O1.O=C1OC[C@@H](F)O1.O=C1OC[C@@H](F)O1
- HOMO energy (Eh) = -0.347
- total charge = 0

***

Entry 3:
The following is a DFT calculation (ωB97M-V/def2-TZVPD) of C26H30FN6NaO7 as an isolated structure in a non-equilibrium geometry.

Positions of all 71 atoms, in Å:
Na1 -0.568 2.851 -2.076
C1 2.826 -0.663 4.043
C2 3.315 -0.387 2.594
N1 2.228 -0.027 1.698
C3 2.098 1.309 1.371
C4 1.039 1.833 0.673
C5 0.851 3.357 0.730
O1 1.750 3.955 1.370
O2 -0.043 3.866 0.052
C6 0.075 0.905 0.064
O3 -1.019 1.274 -0.406
C7 0.410 -0.501 0.238
C8 -0.265 -1.465 -0.549
C9 -0.189 -2.815 -0.269
F1 -1.161 -3.656 -0.790
C10 0.745 -3.325 0.679
C11 1.545 -2.376 1.327
C12 1.398 -0.998 1.141
N2 0.869 -4.745 0.951
C13 2.096 -5.543 0.724
C14 2.386 -6.408 1.945
N3 1.114 -7.055 2.545
C15 -0.153 -6.923 1.673
C16 -0.352 -5.500 1.114
H1 3.654 -0.996 4.659
H2 1.922 -1.325 4.031
H3 2.478 0.279 4.513
H4 3.816 -1.289 2.233
H5 4.071 0.420 2.648
H6 2.872 1.963 1.780
H7 -1.004 -1.161 -1.297
H8 2.351 -2.718 1.967
H9 2.945 -4.875 0.470
H10 1.880 -6.232 -0.144
H11 2.891 -5.824 2.708
H12 3.096 -7.221 1.787
H13 0.930 -6.724 3.497
H14 1.326 -8.076 2.608
H15 -0.987 -7.178 2.308
H16 -0.191 -7.737 0.911
H17 -0.991 -4.871 1.779
H18 -0.914 -5.560 0.130
O4 2.783 3.074 -7.737
C17 2.014 2.131 -7.105
O5 2.123 0.960 -7.361
C18 0.974 2.744 -6.174
C19 0.062 3.739 -6.543
N4 -0.795 3.973 -5.463
N5 -0.458 3.185 -4.434
C20 0.609 2.438 -4.796
C21 1.342 1.592 -3.857
O6 2.464 1.154 -4.220
O7 0.774 1.281 -2.773
H19 2.583 3.978 -7.390
H20 -0.056 4.247 -7.480
H21 -1.559 4.588 -5.368
C22 -2.911 4.342 2.081
C23 -4.276 4.252 1.385
C24 -5.220 5.324 1.916
C25 -4.942 2.853 1.470
C26 -3.891 4.421 -0.010
N6 -3.387 4.453 -1.049
H22 -2.911 4.147 3.159
H23 -2.466 5.354 1.951
H24 -2.165 3.653 1.601
H25 -5.492 5.088 2.966
H26 -6.193 5.368 1.342
H27 -4.807 6.359 1.841
H28 -5.003 2.579 2.557
H29 -4.342 2.069 0.949
H30 -5.991 2.819 1.109

- largest force on an atom (hartree/bohr) = 0.0738
- HOMO-LUMO gap (eV) = 4.998
- calculated total energy (a.u.) = -2126.089960
- HOMO energy (Eh) = -0.256
- total charge = 0
- relative energy (zero: lowest compared OMol25 entry of this formula, charge and spin) (kJ/mol) = 1.5

***

Entry 4:
The following is a DFT calculation (ωB97M-V/def2-TZVPD) of one molecule with the formula C26H30N6O2 in a non-equilibrium geometry.

Positions of all 64 atoms, in Å:
C1 6.321 -0.217 0.966
O1 4.920 -0.178 0.833
C2 4.382 0.190 -0.361
C3 5.127 0.653 -1.441
C4 4.500 1.027 -2.617
C5 3.126 0.949 -2.731
C6 2.379 0.480 -1.663
C7 2.986 0.102 -0.477
C8 2.184 -0.458 0.682
C9 1.806 -1.852 0.305
N1 2.530 -2.918 0.562
N2 1.899 -3.946 0.011
N3 0.835 -3.578 -0.564
N4 0.723 -2.253 -0.411
C10 -0.392 -1.512 -0.934
C11 -1.698 -2.117 -0.534
C12 -2.144 -2.646 0.642
C13 -3.491 -3.022 0.416
C14 -3.758 -2.690 -0.875
O2 -2.677 -2.147 -1.457
N5 1.001 0.329 1.011
C15 1.294 1.739 1.208
C16 -0.010 2.460 1.632
N6 -1.187 1.632 1.515
C17 -1.837 1.521 0.277
C18 -1.204 1.846 -0.922
C19 -1.861 1.703 -2.129
C20 -3.156 1.225 -2.160
C21 -3.828 0.950 -0.976
C22 -5.257 0.497 -1.029
C23 -3.186 1.124 0.249
C24 -3.968 0.944 1.518
C25 -1.061 0.428 2.314
C26 0.356 -0.175 2.213
H1 6.507 -0.600 1.968
H2 6.763 0.781 0.872
H3 6.773 -0.890 0.232
H4 6.201 0.724 -1.374
H5 5.096 1.383 -3.444
H6 2.635 1.243 -3.645
H7 1.307 0.420 -1.750
H8 2.864 -0.539 1.547
H9 -0.312 -0.489 -0.549
H10 -0.345 -1.501 -2.028
H11 -1.587 -2.779 1.547
H12 -4.158 -3.476 1.120
H13 -4.639 -2.793 -1.476
H14 2.069 1.876 1.984
H15 1.688 2.146 0.275
H16 -0.158 3.369 1.049
H17 0.063 2.746 2.687
H18 -0.188 2.204 -0.919
H19 -1.351 1.951 -3.049
H20 -3.659 1.086 -3.105
H21 -5.536 0.242 -2.048
H22 -5.415 -0.373 -0.394
H23 -5.923 1.289 -0.684
H24 -4.948 1.405 1.415
H25 -4.123 -0.111 1.748
H26 -3.455 1.415 2.351
H27 -1.790 -0.300 1.964
H28 -1.277 0.666 3.364
H29 0.953 0.078 3.106
H30 0.293 -1.263 2.161

- largest force on an atom (hartree/bohr) = 0.0278
- HOMO-LUMO gap (eV) = 8.620
- calculated total energy (a.u.) = -1487.706225
- structure (SMILES) = COc1ccccc1[C@H](c1nnnn1Cc1ccco1)N1CCN(c2cccc(C)c2C)CC1
- HOMO energy (Eh) = -0.292
- total charge = 0
- relative energy (zero: lowest compared OMol25 entry of this formula, charge and spin) (kJ/mol) = 213.4

***

Entry 5:
The following is a DFT calculation (ωB97M-V/def2-TZVPD) of C26H30N6OSTa as an isolated structure in a non-equilibrium geometry.

Positions of all 65 atoms, in Å:
Ta1 -0.049 -0.349 1.632
S1 0.438 -0.313 3.978
C1 2.147 -0.342 3.539
C2 3.177 -0.342 4.454
C3 4.476 -0.376 3.960
C4 4.686 -0.413 2.586
C5 3.595 -0.412 1.740
N1 2.337 -0.373 2.203
H1 2.964 -0.317 5.513
H2 5.316 -0.381 4.642
H3 5.684 -0.442 2.173
H4 3.723 -0.452 0.666
C6 1.266 2.383 -0.601
C7 0.644 2.700 0.712
N2 0.117 1.840 1.597
C8 -0.358 2.600 2.676
C9 -0.114 3.899 2.422
N3 0.514 3.936 1.191
H5 1.502 1.325 -0.668
H6 2.186 2.953 -0.733
H7 0.596 2.653 -1.419
H8 -0.829 2.156 3.533
H9 -0.324 4.785 2.997
H10 0.833 4.776 0.729
N4 0.864 -3.144 2.795
N5 0.087 -2.768 1.629
H11 1.245 -4.079 2.665
H12 0.248 -3.175 3.600
H13 -0.764 -3.327 1.551
H14 0.674 -3.023 0.837
C10 1.178 -0.629 -6.720
C11 0.676 -0.503 -5.333
C12 -0.581 0.063 -5.071
C13 -1.061 0.205 -3.799
C14 -2.402 0.849 -3.587
C15 -0.242 -0.271 -2.687
C16 -0.800 -0.176 -1.449
O1 -0.249 -0.452 -0.275
C17 1.066 -0.856 -2.961
C18 1.942 -1.395 -1.868
C19 1.473 -0.958 -4.253
H15 0.523 -0.158 -7.448
H16 1.284 -1.689 -6.976
H17 2.185 -0.212 -6.803
H18 -1.182 0.401 -5.905
H19 -2.782 1.238 -4.528
H20 -2.355 1.678 -2.880
H21 -3.131 0.122 -3.221
H22 -1.832 0.155 -1.361
H23 1.404 -2.137 -1.276
H24 2.278 -0.600 -1.200
H25 2.822 -1.874 -2.292
H26 2.432 -1.409 -4.477
N6 -7.524 -0.304 1.987
C20 -6.376 -0.297 2.016
C21 -4.939 -0.285 2.012
C22 -4.266 0.802 1.446
C23 -2.886 0.797 1.387
C24 -2.152 -0.294 1.896
C25 -2.849 -1.356 2.501
C26 -4.230 -1.356 2.554
H27 -4.834 1.640 1.064
H28 -2.384 1.655 0.956
H29 -2.320 -2.194 2.941
H30 -4.765 -2.178 3.010

- largest force on an atom (hartree/bohr) = 0.0226
- HOMO-LUMO gap (eV) = 6.543
- calculated total energy (a.u.) = -1866.826819
- HOMO energy (Eh) = -0.631
- total charge = +3
- relative energy (zero: lowest compared OMol25 entry of this formula, charge and spin) (kJ/mol) = 125.4

***

Entry 6:
The following is a DFT calculation (ωB97M-V/def2-TZVPD) of an isolated ion of composition C26H30NSi and charge +1 in a non-equilibrium geometry.

Positions of all 58 atoms, in Å:
C1 2.169 4.527 -1.419
Si1 2.203 2.671 -1.600
C2 1.401 2.195 -3.219
C3 3.938 1.979 -1.512
C4 1.317 1.995 0.001
C5 0.131 1.145 -0.204
C6 0.443 -0.319 -0.055
C7 -1.105 1.697 -0.711
C8 -1.341 3.117 -0.630
C9 -2.472 3.742 -1.150
C10 -3.471 3.002 -1.793
C11 -3.257 1.624 -1.966
C12 -2.116 0.984 -1.446
H1 2.556 4.835 -0.437
H2 2.808 4.968 -2.198
H3 1.153 4.929 -1.538
H4 1.376 1.105 -3.361
H5 0.373 2.576 -3.306
H6 1.992 2.627 -4.046
H7 3.952 0.888 -1.650
H8 4.549 2.431 -2.307
H9 4.407 2.213 -0.545
H10 2.113 1.417 0.507
H11 1.105 2.890 0.621
H12 -0.485 -0.878 -0.126
H13 0.980 -0.541 -1.011
H14 -0.600 3.752 -0.142
H15 -2.604 4.826 -1.033
H16 -4.385 3.495 -2.164
H17 -4.027 1.054 -2.502
H18 -1.988 -0.081 -1.651
C13 1.916 -0.417 2.234
C14 1.211 -1.059 1.029
N1 0.498 -2.249 1.548
C15 0.131 -3.196 0.567
C16 0.819 -3.494 -0.599
C17 0.217 -4.382 -1.489
C18 -1.078 -4.880 -1.219
C19 -1.759 -4.550 -0.035
C20 -1.141 -3.746 0.898
C21 -1.552 -3.112 2.143
C22 -0.533 -2.170 2.497
C23 -0.602 -1.446 3.675
C24 -1.718 -1.612 4.500
C25 -2.764 -2.458 4.108
C26 -2.709 -3.208 2.916
H19 2.957 -0.154 1.944
H20 1.448 0.458 2.729
H21 1.976 -1.258 2.936
H22 2.069 -1.497 0.468
H23 1.813 -3.073 -0.774
H24 0.745 -4.683 -2.401
H25 -1.555 -5.516 -1.953
H26 -2.792 -4.873 0.173
H27 0.227 -0.810 3.971
H28 -1.774 -1.082 5.455
H29 -3.649 -2.550 4.730
H30 -3.516 -3.847 2.542

- largest force on an atom (hartree/bohr) = 0.0541
- HOMO-LUMO gap (eV) = 5.098
- calculated total energy (a.u.) = -1352.756257
- HOMO energy (Eh) = -0.382
- total charge = +1